Record 1
Here is the molecule C2H2BrClO at a distorted geometry from the OMol25 dataset. Energies are from ωB97M-V with the def2-TZVPD basis set.

## Properties
orbital gap: 8.41 eV
ΔE to the lowest compared entry with this formula, charge and spin: 57.8 kcal/mol
SMILES: Cl/C=C/OBr

CARTESIAN COORDINATES (ANGSTROEM)
Cl: -1.7893 -0.7037 0.1505
C: -0.3576 0.1371 0.2293
C: 0.5681 -0.0684 -0.6424
O: 1.6916 0.6214 -0.7257
Br: 3.1376 -0.2515 0.1473
H: -0.0608 0.7151 1.0671
H: 0.3154 -0.6877 -1.6034

Forces on the atoms, in the same order (eV/Å):
-1.5 -0.4 0.2
0.4 0.2 1.4
-0.6 -2.0 -4.9
2.2 0.5 0.8
-0.5 0.4 -0.4
-0.5 0.6 0.9
0.6 0.8 1.9

---

Record 2
Here is a structure of composition C25H46Cl2N3NiO6Si at a distorted geometry from the OMol25 dataset. Energies are from ωB97M-V with the def2-TZVPD basis set.

## Properties
orbital gap (spin up / spin down): 7.54 / 7.73 eV
ΔE to the lowest compared entry with this formula, charge and spin: 0.0 kcal/mol
<S²>: 2.00
spin multiplicity: 3
total charge: -1

CARTESIAN COORDINATES (ANGSTROEM)
C: 3.2052 -2.0664 -7.0260
C: 2.6119 -1.4362 -8.2503
H: 3.2602 -3.1492 -7.1524
H: 2.6090 -1.8322 -6.1348
H: 4.2273 -1.6987 -6.8539
C: 2.6138 -1.9955 -9.4637
C: 3.2516 -3.3091 -9.7702
H: 2.1583 -1.4847 -10.3195
H: 3.0082 -4.0620 -9.0103
H: 4.3472 -3.2512 -9.8534
H: 2.8704 -3.6626 -10.7318
Ni: 0.2816 -0.2277 -0.7079
Cl: 1.6944 -1.0510 -2.2455
C: -0.1153 2.0824 -1.9287
O: -0.8079 1.0434 -1.6868
N: -0.6346 3.0959 -2.6108
C: -2.0344 3.0040 -3.0026
C: 0.1754 4.1856 -3.1524
H: 0.9361 2.1610 -1.6108
H: -2.5959 2.5084 -2.2052
H: -2.1584 2.4112 -3.9239
H: -2.3911 4.0258 -3.1576
H: 1.0890 4.2547 -2.5534
H: -0.4005 5.1144 -3.0712
H: 0.4530 4.0137 -4.2069
H: -3.7396 2.1480 3.0477
H: -1.6623 2.1317 4.6690
C: -3.5524 1.0730 2.9349
C: -1.5832 1.0623 4.4237
N: -2.1421 0.7874 3.1080
H: -3.8679 0.7397 1.9460
C: -1.4189 0.2611 2.0939
O: -1.8596 0.0123 0.9602
H: -0.5285 0.7653 4.4313
H: -0.3699 0.0563 2.3750
H: -4.1246 0.5641 3.7198
H: -2.1308 0.5058 5.1975
H: 0.9282 -4.1403 -1.0668
H: 0.1247 -2.9180 -3.0640
C: -0.0970 -4.3673 -0.7532
C: -0.8635 -3.3486 -2.8439
N: -1.0185 -3.4668 -1.4205
H: -0.1701 -4.2018 0.3234
C: -2.0210 -2.8078 -0.7710
O: -2.9253 -2.1830 -1.3177
H: -1.6550 -2.7107 -3.2498
H: -1.9358 -2.8879 0.3298
H: -0.3131 -5.4174 -1.0086
H: -0.9136 -4.3442 -3.3027
O: 0.8136 -0.4073 -7.1417
C: 1.9191 -0.1073 -7.9845
C: 0.4489 0.3496 -10.0235
C: 1.5492 0.6816 -9.2287
H: -0.2170 -0.4591 -9.7083
C: 0.2325 1.0475 -11.2187
H: 2.6322 0.4943 -7.4024
C: 2.4139 1.7184 -9.6036
H: -0.6294 0.7873 -11.8376
C: 1.1171 2.0538 -11.6206
C: 2.2165 2.3794 -10.8162
H: 3.2436 1.9535 -8.9341
H: 0.9559 2.5804 -12.5652
H: 2.9291 3.1456 -11.1274
Si: -0.3838 0.3262 -6.2463
Cl: 0.7772 -1.8510 0.8620
C: -1.9887 -0.3376 -6.9271
C: -0.3107 2.1709 -6.5049
C: -0.0789 -0.2475 -4.5247
H: -2.0741 -0.1090 -7.9984
H: -2.8380 0.1256 -6.4049
H: -2.0479 -1.4285 -6.8084
H: 0.1710 -1.3141 -4.5035
H: -0.9363 -0.0957 -3.8540
H: 0.7794 0.2703 -4.0858
H: -0.3368 2.3979 -7.5833
H: 0.6115 2.6089 -6.0958
H: -1.1775 2.6660 -6.0388
C: 2.5403 1.0264 2.2533
C: 2.0352 1.4696 0.8995
O: 2.7662 2.0834 0.1052
O: 0.7763 1.1837 0.6676
H: 3.5565 1.3906 2.4245
H: 2.5370 -0.0700 2.3197
H: 1.8864 1.3905 3.0586

Forces on the atoms, in the same order (eV/Å):
0.1 -0.1 0.0
-0.5 0.2 -0.6
0.0 0.1 0.2
0.1 -0.1 -0.2
-0.2 0.0 0.0
0.2 0.4 0.2
0.0 -0.4 -0.3
0.2 -0.1 0.5
0.1 0.1 -0.2
-0.2 0.0 0.1
0.1 -0.2 0.1
0.1 -0.8 1.9
0.6 0.1 0.2
-0.6 -1.6 0.1
0.9 2.2 -0.7
-0.2 0.1 -0.3
0.0 0.0 -0.1
0.1 -0.3 0.3
-0.2 0.1 0.0
0.1 0.1 -0.2
0.0 0.2 0.3
-0.1 -0.2 0.0
-0.1 0.1 -0.1
0.2 -0.1 0.0
-0.2 0.0 0.4
0.0 -0.1 -0.1
0.1 -0.2 -0.1
0.1 0.1 0.2
0.0 -0.1 -0.4
-0.5 0.2 0.3
0.1 0.0 0.1
0.2 -0.6 -1.3
0.5 0.5 1.6
-0.2 0.1 0.1
-0.3 0.0 -0.3
0.0 -0.1 -0.2
0.1 0.0 -0.1
-0.2 0.1 0.2
-0.3 -0.1 0.0
-0.1 0.2 0.0
0.1 -0.1 -0.4
-0.4 0.1 0.3
0.1 -0.2 -0.2
0.0 -0.2 -0.2
0.6 -0.3 0.2
0.2 -0.2 0.1
0.0 0.0 -0.3
-0.1 0.2 0.0
-0.1 0.1 -0.1
0.2 -0.1 -0.6
-0.5 0.0 0.6
0.2 0.3 -0.1
0.3 0.0 0.2
0.2 0.3 -0.1
0.0 -0.1 0.2
0.0 0.1 -0.1
-0.4 -0.4 -0.3
0.3 0.1 0.1
0.1 -0.1 0.1
-0.1 0.0 0.1
-0.1 0.0 -0.3
0.1 -0.2 0.3
-0.3 -0.1 0.0
0.4 -0.6 -0.3
0.1 -0.1 0.3
-0.2 0.1 -0.2
-0.1 0.4 -0.1
-0.4 0.4 -0.2
-0.1 0.0 0.2
0.1 -0.2 -0.1
0.0 0.3 0.0
-0.1 0.3 -0.1
0.2 0.0 -0.1
-0.2 -0.1 -0.1
0.0 0.0 0.3
-0.2 -0.1 -0.1
0.3 -0.1 -0.1
0.3 -0.1 0.5
-0.7 0.4 -1.0
-0.5 -0.5 0.6
1.2 0.3 -0.2
-0.1 0.0 0.0
-0.1 0.2 -0.2
0.1 0.0 -0.3

---

Record 3
Here is a structure of composition C15H18N8O2Os at a distorted geometry from the OMol25 dataset. Energies are from ωB97M-V with the def2-TZVPD basis set.

## Properties
orbital gap (spin up / spin down): 6.28 / 4.43 eV
<S²>: 6.08
spin multiplicity: 5
total charge: +4

CARTESIAN COORDINATES (ANGSTROEM)
N: 0.3905 2.1724 -0.5304
C: 0.3188 3.3277 -0.3995
C: 0.2663 4.7620 -0.2595
H: -0.7814 5.0913 -0.2937
H: 0.8246 5.2361 -1.0777
H: 0.7045 5.0602 0.7017
N: 1.5184 -1.0232 -0.8342
C: 2.5005 -1.6363 -0.9879
C: 3.7091 -2.4148 -0.9875
H: 4.4037 -1.9802 -1.7204
H: 3.4673 -3.4492 -1.2773
H: 4.1769 -2.4124 0.0131
N: -1.8042 -1.2146 -0.5133
C: -2.8914 -1.6191 -0.3887
C: -4.2229 -2.1523 -0.2655
H: -4.2401 -2.9458 0.4937
H: -4.5486 -2.5627 -1.2307
H: -4.9069 -1.3476 0.0406
Os: 0.1709 -0.1806 0.3499
C: 0.0565 -1.7288 1.3607
O: -0.0764 -2.6846 2.0223
C: 1.4906 0.6143 1.4032
O: 2.2830 1.1712 2.0576
C: 0.4920 1.3385 -3.2480
C: -0.8968 1.4085 -3.1158
C: -1.6556 0.2361 -3.1111
C: -1.0235 -1.0026 -3.2397
C: 0.3666 -1.0728 -3.3380
C: 1.1251 0.0987 -3.3433
H: 1.0906 2.2530 -3.2835
H: -1.3907 2.3828 -3.0435
H: -2.7471 0.2881 -3.0392
H: -1.6138 -1.9229 -3.2769
H: 0.8550 -2.0460 -3.4461
H: 2.2127 0.0513 -3.4546
N: -2.1738 1.8225 4.6013
N: -1.9221 1.7756 3.2379
N: -2.9053 2.0044 2.3102
C: -2.3739 1.4427 1.2292
N: -1.1879 0.8455 1.5089
N: -0.9322 1.0114 2.8262
H: -1.2927 1.8330 5.0951
H: -2.7775 2.6146 4.7892
H: -2.8578 1.4555 0.2526

Forces on the atoms, in the same order (eV/Å):
-0.3 1.6 0.1
0.4 -1.5 -0.2
-0.2 0.4 0.1
0.2 0.0 0.0
-0.1 -0.1 0.2
0.0 0.0 -0.2
1.7 -0.7 -1.1
-0.2 0.1 0.8
0.2 -0.1 -0.4
0.0 -0.2 0.1
0.1 0.2 0.1
-0.2 0.1 -0.2
-0.8 0.2 0.8
1.8 0.3 -0.3
-0.4 0.0 0.1
0.0 0.1 -0.2
0.0 0.1 0.2
0.1 -0.2 -0.1
-2.4 1.0 -2.5
-0.7 -7.8 5.9
0.5 4.1 -3.1
5.1 3.2 3.9
-3.4 -2.4 -2.9
1.0 0.6 -0.2
-2.6 -0.8 0.1
-0.3 2.2 0.0
-0.8 -0.7 -0.2
2.1 0.7 -0.6
0.2 -1.9 -0.5
-0.2 -0.3 -0.1
0.2 -0.4 -0.1
0.4 0.0 -0.1
0.2 0.3 -0.1
-0.2 0.4 0.0
-0.4 0.0 0.0
0.5 1.1 -3.1
-1.1 -2.0 1.5
1.1 -0.3 -0.7
-1.6 1.3 1.2
0.2 0.7 2.3
-0.4 0.6 -1.7
0.4 -0.3 0.7
-0.7 0.2 0.5
0.2 0.0 0.3

---

Record 4
Here is the molecule C3H6N2O at a distorted geometry from the OMol25 dataset. Energies are from ωB97M-V with the def2-TZVPD basis set.

## Properties
orbital gap: 9.46 eV
ΔE to the lowest compared entry with this formula, charge and spin: 46.0 kcal/mol
SMILES: C/N=C(\N)C=O

CARTESIAN COORDINATES (ANGSTROEM)
C: -1.7318 -0.2637 0.0098
N: -0.5251 -0.9406 0.0070
C: 0.4890 -0.2118 -0.1174
N: 0.5190 1.1616 -0.1560
C: 1.7983 -0.8147 -0.1504
O: 2.8559 -0.1459 0.1290
H: -1.8936 0.2802 0.9593
H: -1.8410 0.3879 -0.8123
H: -2.5766 -0.8908 0.0633
H: -0.3670 1.7035 0.2473
H: 1.4364 1.6160 0.0316
H: 1.8365 -1.8817 -0.2112

Forces on the atoms, in the same order (eV/Å):
-1.5 0.7 2.0
0.8 -1.9 -0.6
0.3 2.2 0.2
-1.9 2.4 1.2
5.1 2.1 2.2
-3.9 -2.4 -1.5
0.4 0.5 -0.2
-0.2 1.0 -1.0
-0.9 -1.3 -0.5
2.9 -1.8 -1.3
-1.1 -0.8 -0.2
0.0 -0.9 -0.4